ORCA calculation (wB97M-V/def2-TZVPD) on 16 unconnected molecules or ions with the total composition C68H142O36P2S14.

Summary:
**M**: 2046.7 g/mol
**Lowest unoccupied orbital energy**: -0.427 eV
**F_max**: 0.0629 hartree/bohr
**Calculated total energy**: -11641.89655 Ha

```
! wB97M-V def2-TZVPD RIJCOSX def2/J DEFGRID3
* xyz 0 1
C 18.88895 -2.32109 -15.58885
C 19.56018 -2.40478 -14.20643
C 18.33066 -2.31749 -13.27256
S 17.16382 -3.60369 -13.99766
O 15.82455 -3.03154 -13.95875
O 17.39096 -4.88433 -13.38537
C 17.90926 -3.54356 -15.73007
H 19.61342 -2.36254 -16.40219
H 18.33612 -1.38188 -15.60776
H 20.18835 -1.53353 -14.02090
H 20.05356 -3.37387 -14.13198
H 17.80104 -1.37638 -13.42063
H 18.49349 -2.32586 -12.19483
H 17.15117 -3.59849 -16.51134
H 18.57777 -4.39955 -15.82210
C 17.05526 -0.40525 -4.05810
C 16.99764 -0.94641 -5.52401
C 18.10048 -0.17438 -6.32222
S 19.46614 -0.05703 -5.25307
O 20.15066 1.23869 -5.36602
O 20.31430 -1.23189 -5.44190
C 18.52560 -0.13040 -3.62945
H 16.67291 -1.19010 -3.40548
H 16.31023 0.36741 -3.86829
H 16.07740 -0.83247 -6.09696
H 17.13923 -2.02060 -5.40500
H 17.88154 0.87828 -6.50125
H 18.34373 -0.57694 -7.30552
H 18.69724 0.84100 -3.16574
H 18.91810 -0.90156 -2.96661
C 10.45595 -3.65524 -4.57846
C 11.63062 -2.71102 -4.40142
C 11.13853 -1.33427 -4.86125
S 10.16905 -1.62861 -6.43863
O 11.07408 -1.71368 -7.60544
O 8.96506 -0.78373 -6.46950
C 9.77911 -3.38243 -5.92850
H 9.69450 -3.64238 -3.79863
H 10.96560 -4.61799 -4.54006
H 12.44451 -2.99164 -5.06996
H 12.02983 -2.69123 -3.38735
H 11.95557 -0.65497 -5.10441
H 10.39954 -0.91426 -4.17891
H 10.10927 -4.03873 -6.73370
H 8.71208 -3.57473 -5.81636
C 23.38979 -15.05803 -16.83905
C 22.52881 -16.35244 -17.07891
C 22.41338 -17.23923 -15.83528
S 22.67922 -16.22825 -14.34969
O 23.78513 -16.77104 -13.59816
O 21.36444 -16.09863 -13.63451
C 23.07575 -14.66093 -15.33728
H 23.17946 -14.29102 -17.58441
H 24.42870 -15.26345 -17.09706
H 22.84985 -16.86239 -17.98719
H 21.52744 -16.13427 -17.45007
H 23.17582 -18.01638 -15.88842
H 21.40987 -17.64112 -15.69544
H 23.83234 -14.11997 -14.76893
H 22.17201 -14.09466 -15.56244
C 17.30515 -16.95280 -6.49336
C 17.45100 -17.93342 -5.31778
C 17.21748 -17.22520 -4.03175
S 17.94044 -15.51853 -4.26702
O 19.26401 -15.39824 -3.69652
O 16.92569 -14.49442 -4.04381
C 18.19233 -15.79930 -6.10049
H 16.31430 -16.50610 -6.57563
H 17.55280 -17.37451 -7.46749
H 18.45739 -18.34367 -5.40130
H 16.73021 -18.72161 -5.53532
H 17.59358 -17.66058 -3.10596
H 16.13942 -17.15090 -3.88904
H 19.23542 -16.06408 -6.27359
H 17.94855 -14.82439 -6.52266
C 9.37963 -5.60557 -12.47199
C 8.81553 -4.88896 -13.76496
C 7.30966 -4.55704 -13.50729
S 6.84777 -5.31810 -11.90889
O 5.57664 -6.02301 -11.99298
O 6.92150 -4.25690 -10.92020
C 8.28071 -6.36634 -11.76792
H 9.77460 -4.84305 -11.80068
H 10.21999 -6.28105 -12.63205
H 8.84581 -5.47714 -14.68214
H 9.33248 -3.94476 -13.93628
H 6.69399 -5.18193 -14.15425
H 7.09276 -3.49918 -13.35904
H 8.00165 -7.21949 -12.38626
H 8.34489 -6.66217 -10.72080
C 5.70201 -13.00811 -12.17877
C 5.47547 -13.85534 -10.88286
C 6.83239 -13.93607 -10.24231
S 8.14089 -13.81426 -11.55651
O 8.62173 -15.16455 -11.83790
O 9.01952 -12.73136 -11.21267
C 7.01751 -13.31338 -12.93569
H 5.75212 -11.93980 -11.96831
H 4.84212 -13.01655 -12.84856
H 5.10672 -14.83306 -11.19300
H 4.66970 -13.54213 -10.21897
H 7.02882 -14.69752 -9.48752
H 6.97748 -13.02004 -9.66965
H 6.83936 -14.20850 -13.53161
H 7.64779 -12.52137 -13.34014
C 22.50829 -6.42147 -8.13545
C 23.39816 -5.65067 -7.11353
C 23.94210 -4.40628 -7.76501
S 22.84499 -4.06521 -9.21497
O 23.59509 -4.38662 -10.41620
O 22.20894 -2.74048 -9.13965
C 21.66254 -5.39363 -8.92275
H 21.91055 -7.15612 -7.59590
H 23.06156 -7.01507 -8.86321
H 24.12720 -6.42324 -6.86910
H 22.82205 -5.24730 -6.28077
H 24.99410 -4.44675 -8.04743
H 23.92916 -3.53149 -7.11487
H 21.35222 -5.63094 -9.94034
H 20.78788 -5.01556 -8.39346
C 23.09583 -12.42473 -7.63526
C 24.46641 -12.68761 -8.34242
C 25.53814 -12.09020 -7.45090
S 25.00582 -12.34025 -5.70564
O 24.98959 -11.09209 -4.96726
O 25.79026 -13.44172 -5.12849
C 23.34917 -12.94313 -6.23954
H 22.33818 -12.99216 -8.17571
H 22.93415 -11.34858 -7.69731
H 24.39191 -12.25778 -9.34132
H 24.61374 -13.76201 -8.45229
H 25.37951 -11.01748 -7.34036
H 26.59892 -12.17635 -7.68633
H 22.61678 -12.58825 -5.51445
H 23.36865 -14.03093 -6.17300
C 24.97099 -6.04010 -19.41765
C 25.43000 -6.45245 -17.99338
C 24.17934 -7.02078 -17.25990
S 23.01250 -7.63867 -18.60712
O 21.70842 -6.95669 -18.58465
O 23.04826 -9.07447 -18.53781
C 23.95794 -7.02793 -20.07400
H 25.83124 -5.70076 -19.99465
H 24.36660 -5.13542 -19.35157
H 25.84182 -5.55117 -17.53930
H 26.16220 -7.25955 -17.96934
H 23.73953 -6.18255 -16.71950
H 24.51701 -7.83790 -16.62240
H 23.30534 -6.48890 -20.76077
H 24.51109 -7.89395 -20.43753
C 12.26610 -10.00502 -15.17772
C 11.96701 -10.43551 -16.59826
C 11.80880 -9.07575 -17.35056
S 13.24099 -8.05104 -16.76272
O 12.87349 -6.71713 -16.45011
O 14.48031 -8.31547 -17.47275
C 13.46570 -8.99378 -15.19716
H 12.58760 -10.85095 -14.57015
H 11.41588 -9.45599 -14.77298
H 11.17464 -11.17698 -16.70052
H 12.78294 -10.97663 -17.07739
H 10.86689 -8.63170 -17.02849
H 11.82845 -9.15256 -18.43767
H 13.60271 -8.42707 -14.27620
H 14.46031 -9.42588 -15.30737
C 19.59940 -8.10796 -3.22501
C 19.09416 -8.49817 -1.77220
C 17.59230 -8.21084 -1.71106
S 17.41318 -6.52512 -2.43904
O 17.65103 -5.57085 -1.37896
O 16.22452 -6.43646 -3.30721
C 18.97384 -6.69698 -3.45939
H 19.23078 -8.90963 -3.86496
H 20.68502 -8.18979 -3.27813
H 19.65146 -7.85701 -1.08924
H 19.34859 -9.52701 -1.51754
H 16.95170 -8.23898 -0.82962
H 16.98657 -8.85085 -2.35261
H 19.67279 -5.93941 -3.10492
H 18.65376 -6.33420 -4.43614
C 13.19440 -20.02706 -10.03198
C 11.87860 -20.32477 -10.77447
C 12.06334 -21.72335 -11.39528
S 12.77896 -22.71930 -10.04318
O 13.77692 -23.60729 -10.59208
O 11.70586 -23.30078 -9.29015
C 13.48374 -21.23198 -9.18605
H 12.99708 -19.13176 -9.44240
H 14.02774 -19.66184 -10.63220
H 11.54036 -19.46279 -11.34952
H 11.14526 -20.39125 -9.97079
H 12.71264 -21.60835 -12.26320
H 11.29888 -22.37889 -11.81239
H 14.55125 -21.41133 -9.05813
H 13.10205 -21.20871 -8.16533
C 11.71936 -10.50070 -3.93963
C 10.38570 -10.08155 -4.43071
C 9.33280 -10.38669 -3.36206
S 10.16565 -10.07986 -1.67392
O 10.15167 -11.28468 -0.86850
O 9.90956 -8.75577 -1.08125
C 11.82403 -9.98142 -2.55548
H 12.47133 -10.06817 -4.59960
H 11.83341 -11.58174 -4.01998
H 10.12485 -10.63354 -5.33369
H 10.39795 -9.01042 -4.63230
H 9.10038 -11.45094 -3.40031
H 8.33774 -9.94476 -3.41360
H 12.50227 -10.46838 -1.85480
H 12.09133 -8.92506 -2.52800
C 14.75084 -7.18638 -9.53992
C 16.13514 -7.51024 -9.04700
O 16.94066 -8.31216 -9.85856
P 17.00303 -9.92196 -9.62572
O 17.11500 -10.29008 -8.18871
O 15.66946 -10.52921 -10.34284
C 15.26194 -11.85863 -10.14233
C 14.40161 -12.01265 -8.95104
O 18.25591 -10.48152 -10.49868
C 18.07092 -10.38350 -11.93236
C 19.28403 -9.71922 -12.46733
H 14.74299 -6.50935 -10.39413
H 14.10008 -8.02077 -9.80145
H 14.30420 -6.69135 -8.67762
H 16.61916 -6.53873 -8.94700
H 16.15353 -7.94797 -8.04893
H 14.67348 -12.09992 -11.02753
H 16.07414 -12.55308 -10.35721
H 14.88011 -11.90693 -7.97740
H 13.53170 -11.35602 -8.93739
H 13.96984 -13.01315 -8.92500
H 17.91512 -11.32692 -12.45561
H 17.17373 -9.82646 -12.20231
H 19.23341 -9.61646 -13.55129
H 19.42823 -8.73628 -12.01885
H 20.20903 -10.23886 -12.21741
C 16.15297 -16.28499 -15.78630
C 16.11125 -16.72263 -17.30943
O 15.03626 -16.07563 -18.03205
P 15.26588 -15.32415 -19.45357
O 15.16613 -16.25091 -20.59132
O 14.05517 -14.14563 -19.39919
C 13.33705 -13.82214 -20.58799
C 14.04811 -12.72015 -21.34680
O 16.66631 -14.48139 -19.43912
C 16.87089 -13.49938 -18.45138
C 17.13562 -12.15957 -19.09919
H 16.29537 -15.21164 -15.66078
H 15.21294 -16.62625 -15.35274
H 16.91438 -16.83037 -15.22871
H 17.04918 -16.39017 -17.75425
H 15.97708 -17.78494 -17.51336
H 13.13035 -14.68568 -21.22019
H 12.39371 -13.39773 -20.24435
H 13.90067 -11.77018 -20.83306
H 15.10643 -12.98018 -21.36803
H 13.69466 -12.48506 -22.35074
H 16.05321 -13.41492 -17.73558
H 17.70303 -13.79701 -17.81337
H 16.28720 -11.86626 -19.71744
H 17.37348 -11.40197 -18.35248
H 17.97523 -12.20873 -19.79255
*
```